# 1
104
Properties=species:S:1:pos:R:3 method="wB97M-V/def2-TZVPD" total_charge=+1 homo_ev=-10.08 e_above_lowest_kj_mol=0.00 homo_lumo_gap_ev=6.85 spin_multiplicity=1
O 0.182 -5.750 0.557
O 3.328 -0.040 7.992
N -1.442 1.053 -1.319
N -0.280 1.387 -1.860
N 0.699 1.085 -0.944
C -4.488 2.277 -3.173
C 1.216 0.512 5.117
C 1.423 -2.096 -3.305
C 1.509 1.504 7.565
C 2.187 4.466 -3.302
C 1.915 4.132 -0.819
C 1.786 3.494 -2.185
C -0.697 -2.720 2.268
C -1.302 -5.922 0.508
C 0.062 0.608 0.294
C 0.631 -0.646 2.845
C -1.946 -4.876 1.428
C -3.496 -2.469 -1.325
C -2.632 -1.490 -2.101
C 2.552 2.178 -2.206
C -2.696 1.066 -2.078
C 1.547 -0.507 4.203
C 2.548 -1.420 4.671
C 2.525 -2.557 -1.097
C 2.724 -0.336 6.814
C 3.814 2.110 -2.798
C -3.354 -0.138 -2.333
C 2.633 1.148 8.568
C 1.710 -2.817 2.045
C 1.748 0.580 6.417
C -4.627 -0.123 -2.909
C -2.430 3.611 -2.504
C 0.552 -2.140 2.437
C -2.155 -2.042 -3.430
C 3.153 -1.308 5.927
C 3.834 -0.259 -2.590
C -2.957 4.432 -1.337
C 1.995 1.007 -1.599
C 0.390 -4.675 1.369
C -2.448 4.368 -3.827
C 4.491 0.896 -2.947
C -3.208 2.272 -2.600
C -2.391 0.187 0.801
C -1.262 0.605 -0.017
C -5.196 1.081 -3.301
C -0.797 -4.009 1.782
C 1.653 -4.095 1.537
C 0.738 0.335 1.619
C 1.775 -1.535 -1.926
C 2.558 -0.227 -2.000
H 0.897 -1.335 -3.902
H 1.601 3.435 -0.037
H -4.291 -2.875 -1.964
H -1.550 -1.292 -3.968
H -1.964 -0.133 1.762
H 0.842 -1.302 -1.409
H -6.188 1.086 -3.729
H -3.460 4.709 -4.088
H 2.140 3.983 -4.291
H 0.929 1.335 2.124
H 1.286 5.023 -0.759
H -1.591 -5.790 -0.543
H 3.204 4.873 -3.155
H 1.590 2.558 7.302
H 2.247 0.887 9.577
H 5.505 0.877 -3.353
H 2.697 -2.150 -0.093
H 3.510 -2.820 -1.509
H -2.917 -0.684 0.390
H 4.307 3.024 -3.121
H -4.927 3.213 -3.537
H -1.743 -1.270 -1.509
H -2.760 -4.333 0.948
H -3.004 -2.316 -4.070
H 4.318 -1.225 -2.742
H -2.348 -5.350 2.328
H -1.529 -2.931 -3.281
H 2.542 -4.642 1.192
H -2.078 3.724 -4.638
H 1.498 5.324 -3.317
H -5.140 -1.076 -3.074
H 2.954 4.429 -0.623
H -1.797 5.249 -3.766
H -4.005 4.727 -1.510
H 2.700 -2.360 2.180
H 0.542 1.317 8.041
H 0.368 1.150 4.875
H -1.554 -6.947 0.811
H -3.979 -1.999 -0.456
H -3.129 0.994 0.976
H 3.401 1.941 8.675
H -2.886 -3.306 -0.953
H 3.967 -1.937 6.248
H -2.918 3.841 -0.407
H -1.392 3.315 -2.297
H -1.590 -2.202 2.638
H 2.853 -2.301 4.114
H 1.722 -0.130 1.427
H 0.738 3.228 -2.366
H 2.328 -2.393 -3.862
H -0.364 -0.232 3.178
H -2.360 5.345 -1.194
H 1.938 -3.475 -0.983
H 0.764 -2.976 -3.216

=====

# 2
18
Properties=species:S:1:pos:R:3 method="wB97M-V/def2-TZVPD" total_charge=0 smiles=CNCCCN homo_ev=-8.83 e_above_lowest_kj_mol=122.47 homo_lumo_gap_ev=10.00 spin_multiplicity=1
N 2.580 -0.350 0.628
N -1.137 0.021 -1.211
C -0.966 0.821 0.051
C 0.066 0.144 0.926
C 1.436 0.679 0.543
C -1.931 -1.197 -1.015
H -1.942 0.922 0.556
H 2.355 -1.100 1.280
H 3.278 0.197 1.112
H -1.540 0.684 -1.864
H 1.730 1.540 1.141
H 1.492 0.883 -0.524
H -3.021 -1.153 -1.179
H 0.146 -0.928 0.753
H -0.634 1.778 -0.357
H -1.562 -1.965 -1.695
H -1.836 -1.440 0.041
H -0.083 0.341 1.992

=====

# 3
103
Properties=species:S:1:pos:R:3 method="wB97M-V/def2-TZVPD" total_charge=0 homo_ev=-7.17 homo_lumo_gap_ev=6.99 spin_multiplicity=1
Bi 0.090 -0.430 0.794
O 2.261 4.150 -0.294
O 0.862 2.110 -0.042
O 0.599 0.691 -1.693
N 0.442 5.308 -2.812
N -0.037 -2.447 1.757
N -2.525 3.097 -0.844
N -1.151 -1.882 -1.707
N 2.095 0.571 1.700
N -1.275 -2.096 -4.133
N -2.717 -3.428 -2.748
N -0.253 0.614 2.751
N -0.300 -3.955 -2.766
N -2.104 -0.972 1.235
C 1.185 -3.302 1.840
C 1.144 1.665 -1.196
C 3.216 0.413 0.798
C 0.726 3.808 4.350
C -2.047 4.227 -0.349
C -1.080 -1.151 -3.035
C 1.974 1.454 2.610
C 3.614 4.319 -2.280
C 0.012 2.755 3.743
C 3.108 2.157 3.185
C -0.539 4.512 -2.173
C 3.812 3.922 -3.568
C -2.571 -2.686 -3.969
C -3.815 -4.941 1.626
C -2.936 0.234 1.372
C 2.060 3.970 4.542
C 2.652 3.633 -1.452
C -2.808 0.798 2.807
C -2.497 -2.508 -1.622
C -1.074 4.986 -0.976
C 0.561 1.600 3.124
C -0.152 -2.960 -1.672
C -1.100 3.364 -2.733
C -2.054 2.704 -1.996
C -2.497 -5.281 1.584
C 2.126 2.437 -1.994
C 3.256 -1.082 0.408
C -2.392 -2.175 1.549
C -4.380 -3.732 1.942
C 3.564 -2.000 1.608
C -0.197 -3.151 -3.980
C -1.349 -4.487 1.736
C -1.509 0.364 3.477
C -1.663 -4.481 -2.732
C -3.730 -2.500 1.932
C 3.244 2.753 -4.109
C -1.215 -3.094 1.765
C 3.103 3.160 4.096
C 2.370 -2.557 2.460
C 2.485 2.008 -3.263
H 1.490 -3.679 0.824
H 2.020 -1.828 3.221
H 1.994 1.102 -3.566
H -1.046 2.757 3.767
H -1.421 0.714 4.499
H 4.509 4.424 -4.200
H 0.815 -2.615 -3.988
H -2.550 -3.110 -0.684
H -2.243 -6.323 1.455
H 2.410 -1.421 -0.177
H 0.777 -2.432 -1.854
H -3.964 0.023 1.072
H 1.073 -4.147 2.485
H 4.077 -1.274 -0.337
H -2.656 0.986 0.692
H 4.097 3.523 4.385
H -1.839 -5.092 -3.669
H -0.445 -5.034 1.818
H 3.513 2.481 -5.101
H 0.876 5.960 -2.169
H 2.910 -3.250 3.162
H -0.198 -3.460 -0.674
H -1.871 -0.384 -3.040
H 4.210 0.605 1.248
H -4.503 -5.746 1.552
H 1.639 3.510 0.180
H 4.292 -1.457 2.238
H -4.321 -1.617 1.993
H -0.116 -0.591 -3.025
H -0.718 3.057 -3.651
H -2.526 1.790 -2.371
H 0.116 4.679 4.665
H -3.669 0.669 3.479
H 4.004 5.239 -1.913
H 2.464 4.758 5.169
H -0.713 5.880 -0.554
H 4.157 1.814 2.951
H -2.803 1.891 2.681
H -2.694 -3.428 -4.811
H 4.020 -2.893 1.170
H 1.125 4.770 -3.344
H -3.328 -1.914 -4.126
H -5.483 -3.664 2.171
H -3.270 -1.758 -1.627
H 3.147 1.079 -0.110
H -1.760 -5.150 -1.862
H -0.201 -3.779 -4.828
H -1.497 -0.756 3.547
H -2.489 4.605 0.603

=====

# 4
55
Properties=species:S:1:pos:R:3 method="wB97M-V/def2-TZVPD" total_charge=+3 homo_ev="-16.69 / -16.69" e_above_lowest_kj_mol=0.00 homo_lumo_gap_ev="5.65 / 5.64" spin_multiplicity=1
Os 0.423 0.202 -0.137
Br 0.294 2.127 1.862
S 3.864 -1.782 2.374
S 0.275 -3.790 -2.467
N -1.409 1.137 -1.104
N -0.851 -0.228 1.497
N 0.560 -1.551 -1.198
N 2.035 -0.738 0.898
N -0.508 -1.416 -3.317
N 3.297 0.801 2.232
C 1.179 -3.790 -0.999
C 0.441 2.244 -2.240
C 3.153 2.853 -1.894
C -2.160 -0.563 3.887
C -1.393 0.583 3.682
C -1.596 -1.324 1.703
C -2.530 0.188 -1.361
C 2.967 -0.430 1.805
C -2.014 2.223 -0.266
C 1.174 1.675 -1.172
C 1.271 -2.557 -0.487
C -0.767 0.676 2.470
C 0.061 -2.090 -2.330
C 1.075 3.075 -3.136
C -2.277 -1.540 2.899
C 2.091 -2.107 0.614
C -3.097 -2.781 3.089
C -0.992 1.835 -2.359
C 2.429 3.372 -2.960
C 2.994 -2.812 1.315
C 2.519 2.046 -0.968
H -3.058 0.008 -0.426
H -1.652 2.686 -2.551
H 1.629 -4.696 -0.627
H -2.281 1.845 0.717
H -3.843 -2.879 2.300
H 3.230 -3.861 1.241
H 0.540 3.507 -3.973
H 2.917 4.037 -3.661
H -2.465 -3.669 3.064
H 4.198 3.102 -1.777
H -1.643 -2.037 0.888
H -2.176 -0.762 -1.744
H 2.639 1.559 2.187
H -0.804 -1.886 -4.160
H -0.638 -0.423 -3.270
H -1.300 1.354 4.434
H -2.926 2.572 -0.753
H 3.079 1.672 -0.119
H -2.679 -0.691 4.829
H -1.134 1.201 -3.234
H -1.326 3.058 -0.179
H -3.239 0.622 -2.068
H -3.615 -2.763 4.045
H 4.041 0.903 2.906

=====

# 5
10
Properties=species:S:1:pos:R:3 method="wB97M-V/def2-TZVPD" total_charge=+1 smiles=N#[N+]CCO homo_ev=-15.87 e_above_lowest_kj_mol=350.21 homo_lumo_gap_ev=10.58 spin_multiplicity=1
O -1.556 -0.265 0.214
N 0.602 1.539 -2.508
N 0.777 0.814 -1.739
C 0.681 -0.198 -0.893
C -0.397 0.226 0.465
H 0.125 -0.324 1.290
H 1.533 -0.613 -0.330
H 0.287 -1.058 -1.587
H -2.155 0.352 -0.028
H -0.189 1.359 0.567

=====

# 6
13
Properties=species:S:1:pos:R:3 method="wB97M-V/def2-TZVPD" total_charge=0 smiles="CC1=NCCO1" homo_ev=-9.27 e_above_lowest_kj_mol=111.48 homo_lumo_gap_ev=10.32 spin_multiplicity=1
O -0.151 -1.113 -0.121
N 0.071 1.013 0.630
C 0.625 -0.093 0.343
C -1.493 -0.595 -0.113
C -1.248 0.909 0.007
C 2.079 -0.253 0.097
H 2.417 -1.289 0.097
H -1.966 -0.902 -1.047
H -2.027 1.465 0.528
H 2.184 0.139 -0.922
H 2.664 0.387 0.756
H -1.109 1.342 -0.994
H -2.047 -1.009 0.738

=====

# 7
86
Properties=species:S:1:pos:R:3 method="wB97M-V/def2-TZVPD" total_charge=-1 homo_ev="-5.74 / -5.74" homo_lumo_gap_ev="7.29 / 6.78" spin_multiplicity=3
Nb -6.744 -5.472 2.679
O 3.425 3.694 -2.590
O -7.765 -3.918 1.659
O -5.356 -8.849 2.547
O -5.369 -4.984 -0.855
O -5.699 -6.164 1.005
O 2.536 -1.151 2.633
O -6.607 -9.046 4.376
N 2.848 0.095 2.428
N 2.656 4.255 -3.478
N -8.148 -2.089 3.256
C 4.494 5.913 -3.657
C 2.464 2.331 -5.107
C 2.733 5.991 -5.303
C -1.943 -3.157 2.150
C 0.333 1.552 1.989
C 2.951 -0.558 0.034
C -3.944 -4.459 0.935
C 3.076 2.219 3.667
C -2.100 -4.491 2.430
C 1.762 3.206 -4.060
C 0.901 0.590 0.948
C 0.516 3.887 -4.662
C 3.052 1.788 0.573
C -5.093 -5.238 0.304
C 0.785 1.178 3.403
C -3.134 -5.155 1.803
C 2.420 0.460 1.045
C 2.509 0.218 4.904
C 3.371 3.086 -6.080
C 2.287 0.899 3.551
C -3.775 -3.129 0.653
C 4.298 4.052 -5.348
C -5.516 -6.905 3.977
C -8.042 -2.985 2.508
C -2.744 -2.467 1.281
C 3.535 5.002 -4.427
C -5.775 -8.321 3.542
C 1.185 2.279 -2.986
H -7.675 -5.021 4.172
H -1.477 -5.051 3.117
H 0.224 0.286 3.700
H 2.593 -0.305 -0.965
H -4.452 -6.666 3.887
H -3.342 -6.202 1.996
H -8.025 -6.739 2.327
H 5.129 5.370 -2.958
H 5.032 3.478 -4.773
H 5.161 6.420 -4.356
H 2.232 5.528 -6.150
H 2.258 0.901 5.715
H -0.758 1.533 1.945
H -1.148 -2.619 2.665
H 3.082 1.587 -4.595
H 4.871 4.627 -6.078
H -6.856 -8.460 5.100
H 2.554 2.678 0.949
H 0.067 4.572 -3.941
H 1.988 6.525 -4.712
H -5.833 -6.772 5.019
H 4.106 1.842 0.849
H 2.877 2.929 2.867
H -0.242 3.145 -4.916
H 3.946 6.672 -3.097
H 4.150 2.023 3.687
H 0.427 -0.390 1.072
H 0.621 0.934 -0.051
H 1.887 -0.667 5.028
H 2.765 3.614 -6.821
H 2.617 -1.575 0.236
H -5.487 -4.214 3.101
H 1.939 1.615 -2.566
H -2.622 -1.407 1.082
H 0.740 2.846 -2.165
H 4.042 -0.557 0.016
H 3.404 6.736 -5.733
H 0.407 1.645 -3.411
H 2.998 1.870 -0.513
H 0.621 2.583 1.766
H 1.720 1.768 -5.674
H 3.552 -0.081 5.028
H 0.486 1.967 4.097
H -4.468 -2.667 -0.041
H 3.969 2.366 -6.644
H 0.710 4.439 -5.579
H 2.827 2.737 4.594

=====

# 8
9
Properties=species:S:1:pos:R:3 method="wB97M-V/def2-TZVPD" total_charge=0 smiles="BCC=O" homo_ev=-9.30 e_above_lowest_kj_mol=332.60 homo_lumo_gap_ev=9.31 spin_multiplicity=1
O 2.030 1.047 -1.389
C 0.488 0.226 0.591
C 0.941 1.104 -0.922
B -0.399 -0.837 -0.182
H 1.404 -0.199 0.980
H -1.131 -1.607 0.302
H 0.000 0.865 1.308
H -0.339 -0.841 -1.361
H 0.100 1.706 -1.277